Here is a cluster of 5 separate species, C16H34Br2N2O8 in total in a non-equilibrium geometry from the Open Molecules 2025 dataset. Energies are from wB97M-V/def2-TZVPD.

The calculation puts the frontier orbital gap at 9.47 eV. For the energy above the lowest of the compared OMol25 structures with the same formula, charge and spin, the calculation gives 194.50 kJ/mol. The calculation puts the energy at -176586.94838 eV. For the LUMO energy, the calculation gives 0.3 eV. The maximum force is 4.1 eV Å⁻¹. The HOMO energy is -9.2 eV.

Geometry as ORCA input:
```
! RIJCOSX wB97M-V def2-TZVPD def2/J DEFGRID3
* xyz 0 1
C 0.356 0.935 5.975
C -0.599 2.058 6.097
O -0.278 2.830 7.293
C -0.868 2.470 8.435
O -1.607 1.537 8.541
O -0.539 3.391 9.447
C -1.217 3.328 10.695
H -0.039 -0.005 6.362
H 1.378 1.164 6.277
H 0.395 0.721 4.907
H -1.607 1.644 6.095
H -0.374 2.734 5.273
H -2.256 3.584 10.484
H -0.813 4.138 11.302
H -1.218 2.363 11.202
C -0.282 5.058 -9.342
C 0.088 3.933 -8.349
O -0.871 2.881 -8.407
C -0.651 1.745 -7.692
O 0.392 1.461 -7.087
O -1.610 0.867 -7.949
C -1.629 -0.506 -7.490
H -0.171 4.652 -10.347
H 0.336 5.947 -9.219
H -1.319 5.364 -9.206
H 0.018 4.324 -7.334
H 1.110 3.645 -8.595
H -2.181 -1.141 -8.184
H -2.067 -0.559 -6.494
H -0.615 -0.865 -7.311
C 4.327 1.277 0.304
O 3.859 1.502 1.412
N 3.646 1.510 -0.768
C 4.312 1.492 -2.055
C 2.269 1.915 -0.842
H 5.369 1.028 0.049
H 4.373 2.495 -2.477
H 3.728 0.918 -2.775
H 5.291 1.021 -1.966
H 1.754 1.645 0.081
H 2.068 2.982 -0.933
H 1.795 1.319 -1.622
C -0.205 -3.488 -1.885
O -0.256 -3.887 -3.075
N 1.023 -3.307 -1.291
C 1.126 -2.871 0.115
C 2.238 -3.516 -2.006
H -1.073 -3.291 -1.237
H 1.852 -3.457 0.680
H 0.210 -2.898 0.704
H 1.442 -1.838 -0.027
H 2.535 -2.532 -2.367
H 3.063 -4.074 -1.564
H 2.112 -4.069 -2.937
Br -3.621 -7.672 2.549
C -4.546 -6.888 4.115
C -5.206 -5.547 3.809
Br -3.879 -4.087 3.629
H -3.810 -6.761 4.909
H -5.323 -7.581 4.437
H -5.846 -5.491 4.690
H -5.893 -5.549 2.963
*
```